(1)
The following is a DFT calculation (the ωB97M-V functional and the def2-TZVPD basis) of a structure of composition C11H15O3P.

```
30
C11H15O3P, DFT the ωB97M-V functional and the def2-TZVPD basis
C 0.110 3.282 0.666
C -1.198 3.243 0.629
C 0.282 1.189 1.848
C -0.997 0.923 1.826
C 1.407 -2.665 -1.028
C -0.015 -3.118 -0.802
C 1.417 -1.153 -1.324
C -0.947 -1.815 -0.661
C 0.195 -0.732 -0.504
C 0.758 1.947 0.564
C -1.635 1.327 0.624
O -0.525 1.702 -2.008
O 2.101 1.905 0.386
O -2.933 1.030 0.471
P -0.358 1.091 -0.711
H 0.833 4.108 1.019
H -1.971 3.873 0.961
H 1.019 0.783 2.572
H -1.547 0.273 2.562
H 2.095 -2.765 -0.164
H 1.887 -3.376 -1.708
H -0.273 -3.915 -1.570
H 0.122 -3.687 0.093
H 2.270 -0.464 -1.163
H 1.241 -0.969 -2.449
H -1.576 -1.589 -1.537
H -1.493 -1.895 0.301
H 0.430 -0.817 0.496
H 2.488 1.421 1.045
H -3.187 0.863 -0.437
```

## Properties
* electronic energy: -27077.774 eV
* HOMO energy: -8.7 eV
* lowest unoccupied orbital energy: 0.6 eV
* energy above the lowest of the compared OMol25 structures with the same formula, charge and spin: 370.9 kJ/mol
* spin multiplicity: 1
* gap between HOMO and LUMO: 9.32 eV

These are the natural (NBO) partial charges, in e, on atoms 1 to 2: -0.2393, -0.1958



(2)
The following is a DFT calculation (the ωB97M-V functional and the def2-TZVPD basis) of the ion C11H15O3S with charge -1.

```
30
C11H15O3S, DFT the ωB97M-V functional and the def2-TZVPD basis
C -2.522 1.236 0.026
C 1.453 1.072 -1.258
C 0.824 1.613 0.055
C -0.767 0.168 -1.712
C -0.283 -2.020 0.140
C 0.655 -0.207 -1.480
C -1.294 0.358 -0.258
C -0.078 0.476 0.572
C 0.627 -0.804 -0.007
C -0.234 0.357 2.134
C 1.997 -0.999 0.607
O -3.462 0.632 0.560
O -2.353 2.417 -0.261
O -2.720 -1.956 -0.735
S -2.047 -1.335 0.356
H 1.162 1.691 -2.025
H 2.561 0.769 -1.365
H 1.460 1.860 0.916
H 0.286 2.438 -0.018
H -1.049 1.183 -2.065
H -1.279 -0.664 -2.142
H -0.226 -2.534 -0.728
H -0.039 -2.606 0.907
H 1.214 -1.002 -2.213
H -0.040 -0.605 2.613
H -1.259 0.663 2.372
H 0.365 1.025 2.723
H 2.637 -0.002 0.665
H 2.414 -1.802 -0.056
H 1.999 -1.422 1.678
```

## Properties
* electronic energy: -28627.365 eV
* HOMO energy: -4.3 eV
* lowest unoccupied orbital energy: 3.2 eV
* energy above the lowest of the compared OMol25 structures with the same formula, charge and spin: 0.0 kJ/mol
* charge: -1
* spin multiplicity: 1
* gap between HOMO and LUMO: 7.50 eV

These are the natural (NBO) partial charges, in e, on atoms 1 to 2: 0.7427, -0.4217



(3)
The following is a DFT calculation (the ωB97M-V functional and the def2-TZVPD basis) of a cluster of 2 separate species, C11H15OS in total.

```
28
C11H15OS, DFT the ωB97M-V functional and the def2-TZVPD basis
C -3.580 -1.203 0.270
C -2.900 -1.280 -0.917
C -3.378 -0.151 1.165
C -2.047 -0.143 -1.113
C -2.364 0.763 1.051
C -1.599 0.780 -0.119
C 0.913 3.698 -0.133
C 0.159 2.585 0.219
C 2.309 -2.104 -1.100
C 1.941 -0.687 1.092
C -0.541 1.602 -0.547
O -0.143 -1.543 -0.210
S 1.148 -0.902 -0.476
H -4.417 -1.909 0.500
H -2.982 -2.152 -1.455
H -3.998 -0.158 2.016
H -1.594 -0.079 -2.103
H -2.031 1.486 1.782
H 1.078 4.557 0.488
H 1.247 3.794 -1.114
H -0.197 2.508 1.243
H 1.968 -2.568 -1.965
H 2.521 -2.910 -0.382
H 3.256 -1.571 -1.200
H 1.503 0.039 1.826
H 2.999 -0.343 0.950
H 1.994 -1.571 1.650
H -0.176 1.431 -1.508
```

## Properties
* electronic energy: -24521.034 eV
* HOMO energy (spin up / spin down): -11.0 / -12.6 eV
* lowest unoccupied orbital energy (spin up / spin down): -3.1 / -7.4 eV
* energy above the lowest of the compared OMol25 structures with the same formula, charge and spin: 0.0 kJ/mol
* ⟨S²⟩: 2.0463
* charge: +1
* spin multiplicity: 3
* gap between HOMO and LUMO (spin up / spin down): 7.85 / 5.17 eV

These are the natural (NBO) partial charges, in e, on atoms 1 to 2: -0.2301, -0.1195



(4)
The following is a DFT calculation (the ωB97M-V functional and the def2-TZVPD basis) of a structure of composition C11H16BBr27FNO2P.

```
60
C11H16BBr27FNO2P, DFT the ωB97M-V functional and the def2-TZVPD basis
N 5.500 -2.340 1.572
P 5.265 -1.512 0.177
C 3.477 -1.114 -0.244
C 2.383 -2.272 -0.311
O 1.254 -1.475 -0.723
B 1.474 -0.099 -0.194
F 0.437 0.417 0.690
O 2.787 -0.119 0.524
H 4.576 -2.484 2.013
H 5.989 -0.275 0.125
H 5.788 -2.304 -0.915
H 3.425 -0.664 -1.303
H 2.069 -2.743 0.657
H 2.765 -3.037 -1.041
H 1.664 0.679 -1.103
C 2.960 -0.417 -4.693
Br 4.205 -0.842 -3.267
Br 2.840 -1.849 -5.996
Br 1.222 0.079 -4.009
H 3.357 0.449 -5.212
C 4.718 -5.441 -4.465
Br 6.119 -5.053 -5.745
Br 4.830 -4.291 -2.908
Br 2.965 -5.386 -5.285
H 4.875 -6.458 -4.120
C -2.674 2.421 1.189
Br -2.832 1.964 -0.683
Br -1.686 4.067 1.448
Br -4.403 2.477 2.067
H -2.101 1.628 1.662
C 0.047 -5.971 -1.409
Br 1.911 -5.625 -1.802
Br -0.266 -7.838 -0.987
Br -0.616 -4.796 -0.021
H -0.515 -5.750 -2.310
C 1.344 -2.697 4.438
Br 2.692 -2.345 3.094
Br 1.548 -1.542 5.981
Br -0.445 -2.602 3.701
H 1.493 -3.715 4.782
C 5.124 1.286 3.403
Br 5.337 -0.290 2.245
Br 6.694 1.581 4.509
Br 4.640 2.886 2.404
H 4.297 1.077 4.078
C -8.400 1.148 2.274
Br -9.247 -0.481 2.892
Br -9.629 2.265 1.278
Br -7.561 2.118 3.724
H -7.610 0.855 1.589
C -2.145 8.333 1.444
Br -2.757 9.287 3.015
Br -1.894 9.520 -0.065
Br -0.556 7.291 1.810
H -2.929 7.632 1.172
C -10.816 4.892 -2.121
Br -8.923 5.204 -1.855
Br -11.582 6.151 -3.378
Br -11.181 3.058 -2.628
H -11.303 5.061 -1.166
```

## Properties
* electronic energy: -1921078.317 eV
* HOMO energy: -5.5 eV
* lowest unoccupied orbital energy: 0.9 eV
* energy above the lowest of the compared OMol25 structures with the same formula, charge and spin: 256.6 kJ/mol
* charge: -1
* spin multiplicity: 1
* gap between HOMO and LUMO: 6.34 eV

These are the natural (NBO) partial charges, in e, on atoms 1 to 2: -1.1989, 1.1761



(5)
The following is a DFT calculation (the ωB97M-V functional and the def2-TZVPD basis) of a cluster of 2 separate species, C11H16BrN2 in total.

```
30
C11H16BrN2, DFT the ωB97M-V functional and the def2-TZVPD basis
C -2.187 3.498 2.720
C 3.360 -0.837 0.451
C -1.783 2.426 2.392
C 2.474 -1.262 -0.274
C -1.401 0.920 -0.207
C -1.512 -0.999 1.122
C -0.070 0.434 -0.855
C -0.240 -1.502 0.654
C 2.118 -0.763 -3.184
C -0.992 1.252 2.199
C 1.452 -1.627 -1.085
N -1.596 0.457 1.134
N 0.079 -1.087 -0.707
Br 1.325 -3.506 -1.607
H -2.861 4.212 3.005
H 4.302 -0.671 0.898
H -1.413 2.009 -0.218
H -2.198 0.442 -0.839
H -2.340 -1.356 0.440
H -1.741 -1.321 2.143
H -0.121 0.544 -1.858
H 0.788 1.084 -0.590
H 0.620 -1.131 1.351
H -0.202 -2.635 0.803
H 1.266 -0.361 -3.493
H 2.822 -0.131 -2.761
H 2.508 -1.579 -3.896
H -0.970 0.750 3.174
H 0.087 1.611 2.001
H -0.734 -1.483 -1.254
```

## Properties
* electronic energy: -84674.151 eV
* HOMO energy (spin up / spin down): -12.4 / -12.4 eV
* lowest unoccupied orbital energy (spin up / spin down): -4.3 / -4.3 eV
* energy above the lowest of the compared OMol25 structures with the same formula, charge and spin: 474.4 kJ/mol
* charge: +1
* spin multiplicity: 1
* gap between HOMO and LUMO (spin up / spin down): 8.03 / 8.04 eV

These are the natural (NBO) partial charges, in e, on atoms 1 to 2: -0.1613, -0.0639



(6)
The following is a DFT calculation (the ωB97M-V functional and the def2-TZVPD basis) of a structure of composition C11H16ClO5PTi.

```
35
C11H16ClO5PTi, DFT the ωB97M-V functional and the def2-TZVPD basis
Cl 4.259 -0.584 2.402
C 1.144 -0.857 -1.708
C -0.021 -1.673 -1.412
C 0.388 -2.685 -0.471
H -0.966 -1.637 -1.958
C 1.782 -2.474 -0.138
C 2.242 -1.344 -0.915
H 3.275 -1.000 -0.925
H 1.214 -0.137 -2.514
H -0.192 -3.546 -0.139
C 2.630 -3.336 0.732
Ti 0.715 -0.699 0.603
C -0.709 -1.245 1.999
O -1.502 -1.288 2.849
C 2.105 0.790 1.443
O 2.346 1.794 1.937
H 2.019 -3.823 1.504
H 3.412 -2.718 1.205
H 3.094 -4.112 0.098
C -1.546 3.642 1.329
O -1.711 2.555 0.435
P -0.860 1.194 0.068
O -2.106 0.313 -0.544
C -3.256 0.330 0.361
O -0.064 1.527 -1.318
C -0.561 1.927 -2.576
H -0.542 4.074 1.257
H -1.750 3.390 2.374
H -2.246 4.438 1.039
H -2.972 0.515 1.434
H -3.962 1.122 0.028
H -3.710 -0.678 0.298
H -1.049 1.145 -3.167
H -1.212 2.797 -2.473
H 0.311 2.283 -3.139
```

## Properties
* electronic energy: -66810.598 eV
* HOMO energy (spin up / spin down): -15.6 / -15.6 eV
* lowest unoccupied orbital energy (spin up / spin down): -10.7 / -10.7 eV
* energy above the lowest of the compared OMol25 structures with the same formula, charge and spin: 351.2 kJ/mol
* charge: +2
* spin multiplicity: 1
* gap between HOMO and LUMO (spin up / spin down): 4.86 / 4.83 eV

These are the natural (NBO) partial charges, in e, on atoms 1 to 2: -0.3875, -0.1811



Strongest force on any atom: 4.729; 4.781; 4.410; 6.565; 5.705; 8.251 (eV/A)